This record from the Open Molecules 2025 dataset describes a 3-piece molecular cluster, C5H12O3 overall. The level of theory is the ωB97M-V functional and the def2-TZVPD basis.

Kohn-Sham gap, eV: 9.4
Highest occupied orbital energy, eV: -8.972
SMILES string: C=C/C=C/CO.O.O
Calculated total energy, eV: -11519.6238
Max |F|, eV/A: 2.943

Last columns: bonded neighbours and bond lengths (Å).
CARTESIAN COORDINATES (ANGSTROEM)
1 C 1.8619 -1.5199 0.9368  C2 1.323, H7 1.096, H8 1.079
2 C 0.9257 -0.9186 0.2215  C1 1.323, C3 1.456, H9 1.082
3 C 0.4924 0.4703 0.2808  C2 1.456, C4 1.338, H10 1.087
4 C -0.7687 0.8439 0.0334  C3 1.338, C5 1.487, H11 1.090
5 C -1.1829 2.2682 -0.0669  C4 1.487, O6 1.428, H12 1.097, H13 1.088
6 O -0.2376 3.0409 -0.8084  C5 1.428, H14 0.959
7 H 2.3233 -0.9043 1.7170  C1 1.096
8 H 2.4326 -2.4332 0.8786  C1 1.079
9 H 0.5388 -1.5394 -0.5753  C2 1.082
10 H 1.1896 1.2866 0.4530  C3 1.087
11 H -1.4427 0.0683 -0.3313  C4 1.090
12 H -1.2473 2.7123 0.9344  C5 1.097
13 H -2.1843 2.4387 -0.4578  C5 1.088
14 H -0.6356 3.4188 -1.5943  O6 0.959
15 O 0.5222 -1.2146 -2.7421  H16 0.965, H17 0.969
16 H -0.3334 -1.6618 -2.7380  O15 0.965
17 H 0.3778 -0.3885 -2.2562  O15 0.969
18 O -0.5858 -2.0145 2.3396  H19 0.966, H20 0.964
19 H -1.3000 -2.6192 2.0992  O18 0.966
20 H -0.7460 -1.3340 1.6760  O18 0.964

Atom charges from the natural (NBO) analysis, given in e for atoms 1 to 6: -0.30 -0.29 -0.20 -0.23 -0.11 -0.73